DFT (ωB97M-V/def2-TZVPD) results for an isolated molecule of C20H19N3O2.

gap between HOMO and LUMO = 0.3059 Eh
F_max = 0.6 eV/A
energy = -1088.282545 Ha
net charge = 0
energy above the lowest of the compared OMol25 structures with the same formula, charge and spin = 53.71 kcal/mol
HOMO energy = -8.145 eV

Each line ends with the Löwdin charge.
Cartesian coordinates (Å):
C 1.75078 1.16869 0.76536  0.013
C 0.87107 0.55935 -0.28157  -0.166
C 0.14948 1.38257 -1.13608  -0.041
C -0.23574 1.03932 -2.50321  -0.322
O 0.03377 0.02601 -3.12899  0.075
C -0.91239 2.24086 -3.05749  -0.092
C -1.48718 2.43642 -4.29684  0.001
C -2.05703 3.67604 -4.56465  -0.070
C -2.03989 4.68874 -3.61785  -0.070
C -1.45351 4.49381 -2.37236  0.002
C -0.89256 3.26145 -2.10472  -0.092
C -0.19131 2.78340 -0.88366  -0.306
O 0.01292 3.45205 0.11491  0.074
N 0.81833 -0.77870 -0.36457  -0.034
C -0.32252 -1.49796 -0.88210  -0.115
C -0.88442 -2.44247 0.20660  -0.113
N 0.15708 -2.88424 1.11100  -0.078
C 0.09496 -2.50320 2.42878  -0.290
C 1.18162 -2.62367 3.31182  -0.019
C 1.00172 -2.27735 4.63384  -0.079
C -0.23643 -1.81568 5.06335  -0.085
C -1.24387 -1.73035 4.12075  -0.144
N -1.09115 -2.06004 2.85203  0.107
C 1.41198 -3.01980 0.41745  -0.131
C 1.92640 -1.61994 0.05300  -0.101
H 1.43884 2.19646 0.92985  0.072
H 1.67755 0.62613 1.70682  0.088
H 2.79056 1.17541 0.43887  0.103
H -1.49375 1.64315 -5.02887  0.118
H -2.51925 3.85366 -5.52484  0.103
H -2.48615 5.64401 -3.85323  0.103
H -1.42982 5.27833 -1.63144  0.119
H -1.10093 -0.79005 -1.15556  0.123
H -0.03990 -2.04763 -1.78453  0.125
H -1.34159 -3.31406 -0.27404  0.126
H -1.63872 -1.93550 0.80942  0.106
H 2.14344 -2.98160 2.98182  0.095
H 1.82554 -2.36180 5.32847  0.106
H -0.40631 -1.53408 6.08956  0.095
H -2.23276 -1.37670 4.38335  0.106
H 1.22841 -3.61368 -0.48155  0.128
H 2.14695 -3.55144 1.02043  0.115
H 2.41704 -1.18243 0.92333  0.107
H 2.65873 -1.68351 -0.76263  0.138

Atoms 1-3, force components in eV/Å:
0.019 0.059 0.115
-0.042 0.143 -0.072
0.072 -0.441 0.293


DFT (ωB97M-V/def2-TZVPD) results for an isolated molecule of C20H19N3O3S at a distorted geometry.

gap between HOMO and LUMO = 0.3055 Eh
F_max = 1.3 eV/A
energy = -1561.707749 Ha
net charge = 0
energy above the lowest of the compared OMol25 structures with the same formula, charge and spin = 50.11 kcal/mol
HOMO energy = -7.754 eV

Each line ends with the Löwdin charge.
Cartesian coordinates (Å):
O -6.52020 -1.39406 -0.27234  0.054
C -5.39078 -0.94253 -0.30348  -0.511
N -4.31094 -1.77337 -0.36577  0.132
C -2.95294 -1.49868 -0.14690  -0.269
C -1.99204 -2.19170 -0.87831  -0.020
C -0.64925 -1.96335 -0.67186  -0.021
C -0.20964 -1.02512 0.26903  -0.228
N 1.15106 -0.85270 0.48534  -0.110
C 1.63008 -0.15189 1.65635  -0.142
C 3.02928 -0.67124 2.00311  -0.113
N 3.92807 -0.52315 0.87750  -0.041
C 4.90167 0.41992 0.94747  -0.389
O 5.05000 1.10776 1.94791  0.061
C 5.83915 0.60631 -0.17524  -0.171
C 6.73777 1.63861 -0.28838  0.011
C 7.47351 1.40336 -1.46812  -0.046
C 6.98200 0.24462 -1.98736  -0.103
O 5.99694 -0.24436 -1.22002  0.022
C 3.43514 -1.20962 -0.29138  -0.114
C 2.04220 -0.67107 -0.63984  -0.130
C -1.18270 -0.34993 1.01144  -0.008
C -2.52771 -0.59253 0.81779  -0.024
C -5.12589 0.50430 -0.35641  -0.467
C -4.18038 1.19216 -1.06767  -0.121
C -4.33300 2.58760 -0.96644  -0.175
C -5.39115 2.93935 -0.18683  -0.403
S -6.23642 1.57838 0.42238  1.078
H -4.55173 -2.74456 -0.52213  0.158
H -2.30626 -2.92249 -1.60946  0.114
H 0.06928 -2.53694 -1.23695  0.107
H 0.96910 -0.35616 2.49846  0.122
H 1.68042 0.93598 1.49065  0.138
H 3.44373 -0.11017 2.84155  0.123
H 2.96845 -1.73365 2.25996  0.133
H 6.84045 2.45166 0.39952  0.120
H 8.25937 2.00768 -1.87139  0.103
H 7.23949 -0.31600 -2.86463  0.123
H 4.10550 -1.07893 -1.13558  0.113
H 3.36052 -2.27790 -0.05815  0.135
H 1.65476 -1.18817 -1.51583  0.113
H 2.13340 0.40160 -0.88407  0.137
H -0.89628 0.38069 1.75067  0.104
H -3.25426 -0.06780 1.41859  0.121
H -3.41148 0.71559 -1.64889  0.120
H -3.68515 3.29553 -1.45150  0.102
H -5.72708 3.92538 0.06608  0.061

Atoms 1-3, force components in eV/Å:
-0.123 0.067 0.109
-0.029 -0.245 -0.160
-0.159 -0.530 -0.145


DFT (ωB97M-V/def2-TZVPD) results for an isolated molecule of C20H19N5OS at a distorted geometry.

gap between HOMO and LUMO = 0.3145 Eh
F_max = 1.3 eV/A
energy = -1520.757549 Ha
net charge = 0
energy above the lowest of the compared OMol25 structures with the same formula, charge and spin = 25.75 kcal/mol
HOMO energy = -8.304 eV

Each line ends with the Löwdin charge.
Cartesian coordinates (Å):
C -0.29667 -1.67263 -0.30861  -0.076
C -0.03701 -0.74232 -1.48683  -0.213
C -1.24529 0.14675 -1.80385  -0.151
N -1.65004 0.92389 -0.66159  0.000
C -0.95892 1.94819 -0.07975  -0.623
S 0.48019 2.65639 -0.76075  0.983
C 1.44097 2.75940 0.79042  -0.348
C 1.84218 1.34311 1.17642  -0.438
O 1.31374 0.78858 2.11648  0.096
C 2.82141 0.70165 0.31655  -0.140
C 3.48906 1.22914 -0.76914  -0.045
N 4.29626 0.29176 -1.31698  0.103
C 4.18574 -0.88012 -0.61119  -0.204
C 4.80711 -2.10677 -0.79948  -0.022
C 4.48707 -3.11896 0.08111  -0.092
C 3.57609 -2.91699 1.12086  -0.087
C 2.95768 -1.70030 1.31222  -0.021
C 3.26334 -0.66357 0.43468  -0.115
N -1.52479 2.31907 1.03581  0.042
N -2.58315 1.53436 1.22836  0.090
C -2.67350 0.69994 0.22340  -0.274
C -3.72473 -0.29545 0.08198  -0.157
C -4.43621 -0.46685 -1.10436  -0.020
C -5.42486 -1.43690 -1.14165  -0.146
N -5.73543 -2.20540 -0.11277  0.057
C -5.07707 -2.02279 1.02002  -0.138
C -4.06822 -1.08766 1.17596  0.000
H 0.55053 -2.33904 -0.16869  0.067
H -1.18941 -2.27277 -0.47747  0.077
H -0.42781 -1.10615 0.61106  0.074
H 0.82939 -0.11565 -1.27044  0.070
H 0.18670 -1.32686 -2.38097  0.114
H -1.00038 0.83249 -2.62101  0.122
H -2.08827 -0.47997 -2.10145  0.112
H 0.78816 3.19388 1.54623  0.081
H 2.29591 3.39990 0.58696  0.081
H 3.42940 2.21312 -1.19393  0.122
H 4.88978 0.43172 -2.11817  0.163
H 5.51196 -2.26018 -1.60310  0.107
H 4.94974 -4.08786 -0.03312  0.100
H 3.35614 -3.73740 1.78768  0.101
H 2.25646 -1.53915 2.11480  0.111
H -4.25098 0.15844 -1.96523  0.113
H -6.00010 -1.60689 -2.04267  0.105
H -5.37442 -2.66303 1.83992  0.106
H -3.55124 -0.96219 2.11320  0.115

Atoms 1-3, force components in eV/Å:
0.065 0.083 -0.171
-0.190 -0.023 0.102
0.518 -0.430 -0.459


DFT (ωB97M-V/def2-TZVPD) results for an isolated molecule of C20H19NO4 at a distorted geometry.

gap between HOMO and LUMO = 0.3361 Eh
F_max = 1.3 eV/A
energy = -1129.214746 Ha
net charge = 0
energy above the lowest of the compared OMol25 structures with the same formula, charge and spin = 51.52 kcal/mol
HOMO energy = -8.435 eV

Each line ends with the Löwdin charge.
Cartesian coordinates (Å):
C -3.72017 -3.84764 -1.28174  -0.055
C -3.51885 -2.42710 -0.84916  -0.285
C -3.03576 -1.47620 -1.74157  -0.036
C -2.82532 -0.17308 -1.34525  0.000
C -3.09647 0.21706 -0.03591  -0.268
O -2.87821 1.54721 0.24149  -0.064
C -2.80426 1.97575 1.57827  -0.156
C -1.54577 1.44484 2.28145  -0.122
O -0.41987 1.74782 1.46996  0.014
C 0.18471 0.71684 0.84650  -0.438
O -0.04140 -0.44179 1.08325  0.134
C 1.11988 1.21691 -0.16552  -0.002
C 2.37003 0.67632 -0.61262  -0.176
C 3.14048 -0.43174 -0.06715  -0.156
C 3.07198 -0.76213 1.28310  -0.022
C 3.82766 -1.80845 1.77866  -0.075
C 4.65745 -2.53045 0.93732  -0.088
C 4.73823 -2.19789 -0.40560  -0.079
C 3.98715 -1.15296 -0.90741  -0.024
N 2.80982 1.37317 -1.63031  0.126
O 1.90433 2.34702 -1.89197  0.035
C 0.89449 2.27214 -1.02198  -0.228
C -0.21824 3.24075 -1.13786  0.026
C -3.58187 -0.72090 0.86297  -0.018
C -3.78688 -2.02674 0.44994  -0.036
H -4.39605 -4.36776 -0.60741  0.073
H -2.76613 -4.37533 -1.28179  0.083
H -4.12596 -3.88989 -2.29042  0.077
H -2.81680 -1.76288 -2.75989  0.115
H -2.45060 0.56454 -2.03823  0.117
H -2.74884 3.06551 1.51054  0.133
H -3.69683 1.69890 2.15166  0.126
H -1.41402 1.94113 3.24552  0.136
H -1.59608 0.35908 2.41729  0.117
H 2.43898 -0.19425 1.94716  0.112
H 3.76997 -2.06044 2.82732  0.103
H 5.24376 -3.34889 1.32869  0.101
H 5.38964 -2.75594 -1.06201  0.102
H 4.04042 -0.87950 -1.94946  0.111
H -1.16322 2.75737 -0.90033  0.071
H -0.07040 4.05906 -0.43381  0.100
H -0.24462 3.64661 -2.14601  0.094
H -3.81016 -0.45507 1.88392  0.108
H -4.16294 -2.74586 1.16353  0.112

Atoms 1-3, force components in eV/Å:
0.097 0.004 0.007
-0.081 -0.036 0.064
-0.012 0.041 0.121


DFT (ωB97M-V/def2-TZVPD) results for a structure of composition C20H20BF4IN3STeV at a distorted geometry.

multiplicity = 3
gap between HOMO and LUMO (spin up / spin down) = 0.2728 / 0.2824 Eh
F_max = 2.4 eV/A
energy = -3270.320974 Ha
net charge = +2
energy above the lowest of the compared OMol25 structures with the same formula, charge and spin = 26.54 kcal/mol
HOMO energy (spin up / spin down) = -14.381 / -14.381 eV

Each line ends with the Löwdin charge.
Cartesian coordinates (Å):
V 0.54853 -1.02534 0.41960  0.414
S 2.36363 -1.72661 -1.00836  0.774
C 3.74303 -0.78601 -0.63622  -0.747
N 4.67881 -0.48373 -1.51643  0.062
C 5.77814 0.29357 -0.93383  -0.085
C 5.39981 0.32036 0.56076  -0.086
N 4.05085 -0.27646 0.56123  0.050
H 4.63388 -0.73151 -2.49155  0.161
H 5.80654 1.29207 -1.36833  0.127
H 6.73601 -0.18678 -1.11953  0.132
H 5.37431 1.32982 0.96429  0.123
H 6.07647 -0.27820 1.16881  0.132
H 3.66245 -0.66291 1.40726  0.117
F 0.12549 -2.44260 3.52734  0.238
B 1.21019 -3.09380 3.14762  -0.878
F 2.08590 -2.40780 2.39277  0.170
F 1.43380 -4.33336 3.44865  0.338
F -0.01284 -2.60300 0.76785  -0.425
Te -1.46438 -1.07361 -1.39185  1.577
C -2.16822 0.84489 -0.79006  -0.491
C -2.44607 1.09548 0.54938  -0.154
C -2.80387 2.37606 0.94618  -0.062
C -2.88661 3.39945 0.01015  -0.053
C -2.63814 3.13651 -1.32910  -0.058
C -2.27568 1.85735 -1.73440  -0.137
C -3.05095 -2.17644 -0.53014  -0.482
C -4.02547 -2.61518 -1.41802  -0.132
C -5.15698 -3.24087 -0.91455  -0.050
C -5.29994 -3.42021 0.45362  -0.044
C -4.31208 -2.98718 1.32755  -0.052
C -3.17271 -2.36574 0.84026  -0.136
H -2.42774 0.29399 1.27859  0.082
H -3.02581 2.56920 1.98801  0.118
H -3.17105 4.39580 0.32096  0.118
H -2.73123 3.92378 -2.06565  0.118
H -2.10718 1.64807 -2.78399  0.105
H -3.90852 -2.47801 -2.48539  0.098
H -5.92814 -3.58211 -1.59134  0.120
H -6.18043 -3.91382 0.84183  0.120
H -4.42672 -3.13388 2.39317  0.118
H -2.38498 -2.06992 1.52069  0.084
I 0.81459 0.84796 2.67083  1.228
C 1.13280 1.68335 0.75613  -0.695
C 1.46770 3.00835 0.58617  -0.071
C 1.59453 3.47200 -0.71505  0.004
C 1.38293 2.59155 -1.76814  -0.002
C 1.08453 1.27644 -1.49102  -0.150
N 0.96637 0.80561 -0.23208  -0.221
H 1.61873 3.65232 1.44059  0.120
H 1.84914 4.50771 -0.89713  0.135
H 1.44114 2.92135 -2.79554  0.132
H 0.94541 0.55204 -2.28265  0.095

Atoms 1-3, force components in eV/Å:
0.611 -0.694 0.294
0.007 -0.253 0.010
-0.034 0.013 0.074